Record 1
Here is a cluster of 2 separate species, CH4NO2 in total from OMol25. Energies are from wB97M-V/def2-TZVPD.

The geometry in XYZ format:
```
8
CH4NO2 wB97M-V/def2-TZVPD
C 0.0964 -0.3571 0.5096
N -0.2646 0.3617 -0.6978
O 0.3149 -1.6731 0.5843
O 1.3643 -0.7298 0.7637
H -0.5128 0.9757 1.8706
H -1.3354 0.6697 -0.8426
H -0.0444 -0.3975 -1.4836
H 0.3816 1.1505 -0.7041
```

Properties
Total charge: +1
Relative energy (zero: lowest compared OMol25 entry of this formula, charge and spin): 85.2 kcal per mole
Multiplicity: 3
HOMO level (alpha / beta): -0.5069 / -0.6119 hartree
Kohn-Sham gap (alpha / beta): 9.03 / 8.84 eV

Population analysis type Löwdin, resulting atomic charges in e:
1 C -0.40
2 N 0.26
3 O 0.15
4 O 0.14
5 H 0.17
6 H 0.26
7 H 0.25
8 H 0.17


Record 2
Here is the molecule C2H5N5O from OMol25. Energies are from wB97M-V/def2-TZVPD.

The geometry in XYZ format:
```
13
C2H5N5O wB97M-V/def2-TZVPD
H 2.2782 0.0186 0.6254
N 2.2396 1.0048 0.1826
C 1.1434 0.8658 -0.3911
N 0.6599 1.9359 -1.2443
N -0.2122 1.5455 -2.1076
N -0.3672 0.2304 -1.7336
N 0.1783 -0.0920 -0.5808
O -0.8378 0.0199 0.4803
C -0.8989 -1.1071 1.4813
H -1.2000 -0.3547 -2.0469
H -0.0981 -1.4222 1.9777
H -1.4371 -1.9127 0.9579
H -1.4481 -0.7322 2.3992
```

Properties
Total charge: 0
Relative energy (zero: lowest compared OMol25 entry of this formula, charge and spin): 132.5 kcal per mole
HOMO level: -0.3444 hartree
Structure (SMILES): [H]/N=c1/nn[nH]n1OC
Kohn-Sham gap: 9.04 eV

Population analysis type Löwdin, resulting atomic charges in e:
1 H 0.10
2 N 0.20
3 C -0.49
4 N 0.04
5 N 0.08
6 N -0.07
7 N -0.11
8 O -0.14
9 C -0.02
10 H 0.18
11 H 0.02
12 H 0.09
13 H 0.11


Record 3
Here is a structure of composition C2H5NOS from OMol25. Energies are from wB97M-V/def2-TZVPD.

The geometry in XYZ format:
```
10
C2H5NOS wB97M-V/def2-TZVPD
C 1.7933 -0.5065 0.0012
C -0.3805 0.7281 -0.0894
H 2.2278 -0.6889 1.2954
H 2.1358 -1.4214 -0.8707
H 2.0869 0.5583 -0.5712
H 0.1101 1.6568 0.1091
H -3.9284 -0.2262 0.1404
N -1.6939 0.9016 0.0077
O 0.3161 -0.4002 0.0063
S -2.6671 -0.6016 -0.0288
```

Properties
Total charge: 0
Relative energy (zero: lowest compared OMol25 entry of this formula, charge and spin): 100.5 kcal per mole
HOMO level: -0.3125 hartree
Kohn-Sham gap: 9.08 eV

Population analysis type Löwdin, resulting atomic charges in e:
1 C -0.09
2 C -0.40
3 H 0.18
4 H 0.15
5 H 0.11
6 H 0.11
7 H -0.19
8 N -0.31
9 O -0.22
10 S 0.67